The following is a DFT calculation (the ωB97M-V functional and the def2-TZVPD basis) of the molecule C4H7NO.

Geometry as XYZ:
```
13
Properties=species:S:1:pos:R:3
C 1.998 -0.311 0.427
C 0.604 0.288 0.296
O 0.388 1.349 0.851
C -0.508 -0.321 -0.537
C -1.933 -0.174 -0.059
N -1.434 0.665 -1.116
H 2.288 -1.043 -0.330
H 2.112 -0.782 1.411
H 2.707 0.522 0.404
H -0.246 -1.133 -1.214
H -2.088 0.263 0.926
H -2.703 -0.887 -0.355
H -1.184 1.563 -0.704
```

As for the maximum force: 0.5 eV/A. The calculation puts the energy above the lowest of the compared OMol25 structures with the same formula, charge and spin at 40.90 kcal/mol. The calculation puts the molecular weight at 85.1 u. The structure (SMILES) is CC(=O)[C@H]1CN1. The value obtained for the HOMO-LUMO gap is 10.877 eV. The lowest unoccupied orbital energy comes out at 1.0224 eV.